Entry 1:
The following is a quantum chemistry calculation of 3 unconnected molecules or ions with the total composition C25H42N4O4 at a distorted geometry, from the Open Molecules 2025 dataset.

Total charge ... 0
Calculated total energy ... -40755.22593 eV
2S+1 ... 1

Element x y z (Å)
C (2.226, 3.699, 5.220)
C (3.122, 2.914, 4.308)
O (4.260, 3.236, 4.131)
O (2.671, 1.755, 3.755)
C (1.325, 1.709, 3.294)
C (1.167, 2.295, 1.899)
C (-0.254, 1.980, 1.412)
C (-0.479, 2.110, -0.104)
C (0.216, 3.246, -0.686)
N (0.796, 4.059, -1.243)
C (-0.176, 0.820, -0.893)
C (-0.714, 0.914, -2.242)
N (-1.185, 0.868, -3.277)
C (1.336, 0.438, -0.905)
C (1.757, -0.212, -2.202)
C (1.568, -1.576, -2.413)
C (1.924, -2.110, -3.646)
C (2.459, -1.316, -4.655)
C (2.666, 0.047, -4.439)
C (3.223, 0.940, -5.516)
C (2.311, 0.590, -3.203)
H (2.683, 4.650, 5.450)
H (1.242, 3.882, 4.802)
H (2.071, 3.147, 6.145)
H (1.064, 0.654, 3.233)
H (0.609, 2.155, 3.980)
H (1.933, 1.881, 1.257)
H (1.284, 3.373, 1.981)
H (-0.937, 2.646, 1.926)
H (-0.472, 0.949, 1.683)
H (-1.542, 2.303, -0.248)
H (-0.718, 0.037, -0.371)
H (1.920, 1.344, -0.799)
H (1.540, -0.240, -0.082)
H (1.141, -2.194, -1.640)
H (1.762, -3.159, -3.849)
H (2.708, -1.756, -5.608)
H (2.750, 0.682, -6.462)
H (2.976, 1.971, -5.299)
H (4.292, 0.810, -5.654)
H (2.442, 1.646, -3.017)
C (-3.961, -3.729, -4.978)
O (-3.089, -2.763, -4.426)
C (-1.757, -2.805, -4.903)
C (-1.521, -2.053, -6.220)
C (-2.016, -2.801, -7.454)
N (-2.108, -0.712, -6.203)
H (-3.444, -4.674, -5.171)
H (-4.424, -3.372, -5.901)
H (-4.755, -3.909, -4.253)
H (-1.156, -2.312, -4.134)
H (-1.409, -3.846, -4.967)
H (-0.437, -1.937, -6.320)
H (-3.101, -2.769, -7.542)
H (-1.606, -2.347, -8.356)
H (-1.705, -3.848, -7.433)
H (-1.705, -0.176, -5.437)
H (-3.088, -0.807, -5.950)
C (-2.940, -0.094, 5.886)
O (-1.728, 0.592, 5.630)
C (-0.899, 0.799, 6.759)
C (0.017, -0.383, 7.111)
C (-0.695, -1.529, 7.820)
N (0.711, -0.907, 5.931)
H (-3.349, 0.165, 6.866)
H (-2.809, -1.177, 5.819)
H (-3.656, 0.206, 5.120)
H (-0.264, 1.650, 6.495)
H (-1.502, 1.106, 7.624)
H (0.775, 0.005, 7.798)
H (-1.312, -2.112, 7.136)
H (0.036, -2.211, 8.254)
H (-1.332, -1.160, 8.626)
H (1.256, -0.154, 5.518)
H (0.004, -1.121, 5.233)

Atoms 1-3, force components in eV/Å:
-0.6 -0.1 0.0
0.6 0.2 0.0
0.1 -0.2 -0.1

=====

Entry 2:
The following is a quantum chemistry calculation of a gas-phase ion, C4H11N2 (charge +1) at a distorted geometry, from the Open Molecules 2025 dataset.

Energy above the lowest of the compared OMol25 structures with the same formula, charge and spin ... 102.3 kcal/mol
Total charge ... +1
Calculated total energy ... -7296.51376 eV
2S+1 ... 1

Element x y z (Å)
C (-1.957, 0.146, 0.414)
N (-0.802, -0.714, 0.250)
C (-0.280, -0.876, -1.075)
N (0.484, -0.073, -0.092)
C (1.603, -0.780, 0.674)
C (0.623, 1.306, -0.277)
H (-1.617, 0.659, 1.401)
H (-2.222, 0.882, -0.400)
H (-2.742, -0.593, 0.528)
H (-0.125, -1.919, -1.385)
H (-0.823, -0.194, -1.702)
H (1.824, -0.249, 1.693)
H (1.250, -1.861, 0.841)
H (2.542, -0.816, 0.233)
H (1.084, 1.707, 0.669)
H (1.384, 1.378, -1.069)
H (-0.227, 1.997, -0.704)

Atoms 1-3, force components in eV/Å:
1.2 1.4 1.7
0.4 -0.3 -0.5
-1.2 -0.1 0.7

=====

Entry 3:
The following is a quantum chemistry calculation of 2 unconnected molecules or ions with the total composition C5H12 at a distorted geometry, from the Open Molecules 2025 dataset.

Energy above the lowest of the compared OMol25 structures with the same formula, charge and spin ... 89.7 kcal/mol
Total charge ... 0
Calculated total energy ... -5376.05050 eV
2S+1 ... 1

Element x y z (Å)
C (-0.382, 1.732, -1.541)
C (0.592, 1.828, -0.611)
C (0.464, 2.146, 0.782)
H (-0.233, 1.058, -2.399)
H (-1.145, 2.520, -1.645)
H (1.684, 1.841, -0.799)
H (-0.397, 2.756, 0.908)
H (0.589, 1.206, 1.307)
H (1.205, 2.512, 1.407)
C (0.249, -3.136, 0.416)
C (-0.867, -1.989, 0.613)
H (-0.065, -4.107, 0.374)
H (0.811, -3.185, 1.395)
H (0.622, -3.051, -0.667)
H (-1.482, -2.231, 1.443)
H (-0.442, -1.021, 0.909)
H (-1.484, -1.780, -0.188)

Atoms 1-3, force components in eV/Å:
1.1 0.4 -0.4
1.8 0.6 -1.4
-1.4 0.1 0.7

=====

Entry 4:
The following is a quantum chemistry calculation of a molecular structure, CH2INO2S at a distorted geometry, from the Open Molecules 2025 dataset.

Energy above the lowest of the compared OMol25 structures with the same formula, charge and spin ... 34.3 kcal/mol
Total charge ... 0
Calculated total energy ... -25585.81655 eV
2S+1 ... 1

Element x y z (Å)
C (-0.268, 0.566, -0.322)
N (-1.652, -0.738, -0.278)
O (-2.528, -0.759, 0.486)
O (1.087, -1.540, 0.988)
S (1.136, -0.667, -0.165)
I (2.938, 0.843, 0.286)
H (-0.408, 0.905, -1.378)
H (-0.305, 1.389, 0.384)

Atoms 1-3, force components in eV/Å:
-1.2 -1.4 0.4
0.0 0.0 -0.1
1.7 1.1 -0.5

=====

Entry 5:
The following is a quantum chemistry calculation of a single C12H17P molecule at a distorted geometry, from the Open Molecules 2025 dataset.

Energy above the lowest of the compared OMol25 structures with the same formula, charge and spin ... 69.5 kcal/mol
Total charge ... 0
Calculated total energy ... -22005.41983 eV
2S+1 ... 1

Element x y z (Å)
C (-0.341, -4.007, 0.748)
P (-0.930, -2.934, -0.412)
C (-0.408, -1.210, 0.117)
C (0.829, -0.709, -0.715)
C (1.319, 0.766, -0.476)
C (2.605, 1.050, -1.300)
C (1.663, 0.804, 1.014)
C (-1.570, -0.203, 0.037)
C (-2.196, 0.249, 1.194)
C (-3.169, 1.255, 1.039)
C (-3.633, 1.684, -0.172)
C (-3.234, 0.950, -1.255)
C (-2.146, 0.133, -1.168)
H (-0.512, -5.112, 0.467)
H (0.139, -3.759, 1.611)
H (0.064, -1.119, 1.163)
H (1.776, -1.369, -0.503)
H (0.778, -0.750, -1.739)
H (0.412, 1.366, -0.593)
H (3.202, 0.034, -1.249)
H (3.098, 1.832, -0.661)
H (2.290, 1.374, -2.366)
H (2.598, 0.082, 1.221)
H (1.988, 1.736, 1.295)
H (0.812, 0.324, 1.653)
H (-1.906, -0.052, 2.265)
H (-3.701, 1.789, 1.801)
H (-4.409, 2.438, -0.109)
H (-3.674, 1.138, -2.169)
H (-1.647, -0.430, -2.060)

Atoms 1-3, force components in eV/Å:
-2.1 -1.3 -4.0
0.6 -0.4 0.8
1.5 1.3 1.0

=====

Entry 6:
The following is a quantum chemistry calculation of 3 unconnected molecules or ions with the total composition C49H77N6O5PS at a distorted geometry, from the Open Molecules 2025 dataset.

Total charge ... 0
Calculated total energy ... -91364.72408 eV
2S+1 ... 3

Element x y z (Å)
C (-1.161, -4.428, 1.616)
C (-1.305, -2.913, 1.713)
O (-1.126, -2.338, 0.403)
P (-0.540, -0.860, 0.242)
O (-0.587, -0.471, -1.174)
C (1.100, -0.830, 0.980)
C (2.213, -0.756, -0.099)
C (3.092, -1.979, -0.089)
C (2.872, -3.030, -0.974)
C (1.752, -3.019, -1.987)
C (2.195, -2.622, -3.381)
C (3.257, -1.739, -3.538)
C (3.683, -1.331, -4.788)
C (3.045, -1.806, -5.919)
C (1.985, -2.680, -5.774)
C (1.546, -3.096, -4.523)
C (0.371, -4.043, -4.479)
C (3.728, -4.128, -0.955)
C (4.774, -4.200, -0.061)
C (4.964, -3.175, 0.853)
C (4.134, -2.061, 0.841)
N (4.310, -0.988, 1.761)
C (5.644, -0.660, 2.140)
C (5.975, 0.664, 2.378)
C (7.250, 1.011, 2.790)
C (8.243, 0.042, 2.955)
C (9.654, 0.384, 3.383)
C (9.788, 1.683, 4.193)
C (10.156, 2.893, 3.326)
C (9.789, 4.230, 3.969)
N (8.346, 4.344, 4.196)
C (7.543, 4.844, 3.124)
N (6.344, 4.456, 3.052)
N (8.082, 5.783, 2.182)
C (7.914, -1.280, 2.697)
C (6.633, -1.629, 2.305)
S (6.244, -3.334, 2.058)
O (-1.393, 0.067, 1.217)
C (-2.828, 0.065, 1.024)
C (-3.346, 1.475, 1.217)
H (-2.005, -4.930, 2.088)
H (-1.146, -4.727, 0.570)
H (-0.253, -4.779, 2.102)
H (-0.571, -2.503, 2.407)
H (-2.293, -2.640, 2.082)
H (1.165, -0.003, 1.685)
H (1.208, -1.744, 1.567)
H (2.836, 0.106, 0.127)
H (1.767, -0.622, -1.079)
H (0.965, -2.325, -1.682)
H (1.296, -4.006, -2.002)
H (3.780, -1.352, -2.672)
H (4.516, -0.645, -4.869)
H (3.365, -1.489, -6.902)
H (1.479, -3.039, -6.662)
H (-0.020, -4.187, -3.477)
H (-0.427, -3.689, -5.129)
H (0.676, -5.023, -4.854)
H (3.560, -4.927, -1.666)
H (5.436, -5.055, -0.058)
H (3.697, -1.069, 2.563)
H (5.234, 1.444, 2.271)
H (7.468, 2.048, 2.998)
H (10.016, -0.454, 3.982)
H (10.298, 0.424, 2.500)
H (10.557, 1.545, 4.955)
H (8.847, 1.871, 4.707)
H (11.238, 2.891, 3.181)
H (9.665, 2.808, 2.354)
H (10.181, 5.048, 3.356)
H (10.292, 4.311, 4.934)
H (8.175, 4.918, 5.012)
H (5.902, 4.940, 2.273)
H (8.290, 6.668, 2.626)
H (8.918, 5.442, 1.729)
H (8.652, -2.064, 2.819)
H (-3.254, -0.603, 1.773)
H (-3.075, -0.314, 0.032)
H (-4.412, 1.446, 1.442)
H (-3.199, 2.068, 0.317)
H (-2.829, 1.940, 2.053)
C (-2.442, 1.236, -3.409)
C (-1.800, 1.777, -4.695)
C (-0.754, 2.841, -4.363)
C (-1.373, 4.140, -3.846)
C (-2.414, 4.683, -4.826)
C (-3.469, 3.658, -5.257)
N (-2.808, 2.369, -5.632)
O (-2.405, 2.368, -6.851)
C (-4.512, 3.450, -4.148)
C (-4.220, 4.183, -6.475)
C (-1.138, 0.587, -5.379)
H (-1.736, 0.576, -2.908)
H (-2.698, 2.005, -2.684)
H (-3.342, 0.661, -3.635)
H (-0.172, 3.060, -5.263)
H (-0.061, 2.427, -3.628)
H (-1.817, 3.989, -2.859)
H (-0.587, 4.885, -3.712)
H (-2.931, 5.540, -4.387)
H (-1.897, 5.051, -5.717)
H (-5.178, 2.624, -4.402)
H (-5.116, 4.352, -4.049)
H (-4.081, 3.252, -3.171)
H (-3.546, 4.469, -7.278)
H (-4.795, 5.062, -6.181)
H (-4.910, 3.432, -6.862)
H (-1.876, -0.179, -5.622)
H (-0.409, 0.153, -4.694)
H (-0.626, 0.872, -6.294)
C (-7.497, -0.016, 1.616)
C (-7.321, -1.521, 1.883)
C (-8.636, -2.264, 1.653)
C (-9.685, -1.957, 2.721)
C (-9.139, -2.227, 4.124)
C (-7.791, -1.558, 4.417)
N (-6.847, -1.790, 3.278)
O (-6.229, -2.910, 3.374)
C (-7.976, -0.058, 4.694)
C (-7.181, -2.167, 5.674)
C (-6.256, -2.015, 0.915)
H (-7.540, 0.150, 0.540)
H (-8.410, 0.402, 2.029)
H (-6.651, 0.548, 2.010)
H (-8.437, -3.340, 1.651)
H (-9.013, -2.010, 0.660)
H (-10.032, -0.924, 2.638)
H (-10.563, -2.583, 2.554)
H (-9.857, -1.890, 4.876)
H (-9.032, -3.308, 4.256)
H (-7.007, 0.439, 4.766)
H (-8.489, 0.070, 5.647)
H (-8.571, 0.459, 3.948)
H (-7.118, -3.251, 5.613)
H (-7.807, -1.908, 6.528)
H (-6.178, -1.778, 5.850)
H (-5.312, -1.493, 1.080)
H (-6.576, -1.817, -0.108)
H (-6.075, -3.082, 1.008)

Atoms 1-3, force components in eV/Å:
-0.1 0.0 0.1
-0.1 -0.2 0.0
0.0 0.0 0.3

=====

Entry 7:
The following is a quantum chemistry calculation of a single C6H10N2O2 molecule at a distorted geometry, from the Open Molecules 2025 dataset.

Energy above the lowest of the compared OMol25 structures with the same formula, charge and spin ... 57.6 kcal/mol
Total charge ... 0
Calculated total energy ... -13457.44419 eV
2S+1 ... 1

Element x y z (Å)
H (2.146, -1.521, -0.353)
N (1.166, -1.541, -0.929)
C (0.510, -0.718, -0.245)
O (1.396, -0.215, 0.845)
C (-0.793, -0.019, -0.467)
C (-1.995, -0.892, -0.170)
C (-3.363, -0.244, -0.137)
C (-4.493, -1.096, -0.637)
O (-3.549, 0.876, 0.303)
C (-0.815, 1.031, -1.526)
N (-0.719, 1.396, -0.120)
H (0.800, 0.422, 1.298)
H (-1.873, -1.359, 0.824)
H (-2.010, -1.728, -0.882)
H (-5.458, -0.619, -0.438)
H (-4.364, -1.238, -1.722)
H (-4.452, -2.093, -0.177)
H (0.079, 1.209, -2.126)
H (-1.765, 1.206, -2.034)
H (-1.616, 1.723, 0.234)

Atoms 1-3, force components in eV/Å:
-2.7 -0.7 -2.1
1.6 -0.3 0.9
4.1 0.8 1.6

=====

Entry 8:
The following is a quantum chemistry calculation of a single C3H4O2S2 molecule at a distorted geometry, from the Open Molecules 2025 dataset.

Energy above the lowest of the compared OMol25 structures with the same formula, charge and spin ... 34.8 kcal/mol
Total charge ... 0
Calculated total energy ... -28935.42133 eV
2S+1 ... 3

Element x y z (Å)
C (-0.147, 1.277, 0.546)
C (-0.628, -0.946, 0.232)
C (0.023, -0.941, -1.189)
O (1.367, 3.196, 1.144)
O (-1.049, 0.341, 0.715)
S (1.392, 0.392, -1.302)
S (0.414, 2.237, 1.693)
H (-1.480, -1.693, 0.474)
H (0.211, -1.187, 0.870)
H (0.577, -1.872, -1.190)
H (-0.678, -0.805, -1.991)

Atoms 1-3, force components in eV/Å:
-0.1 0.0 -0.2
-0.1 -0.5 0.4
0.8 0.9 1.7

=====

Entry 9:
The following is a quantum chemistry calculation of a molecular structure, C16H33ClP2Pt at a distorted geometry, from the Open Molecules 2025 dataset.

Energy above the lowest of the compared OMol25 structures with the same formula, charge and spin ... 0.0 kcal/mol
Total charge ... +2
Calculated total energy ... -51451.12119 eV
2S+1 ... 5

Element x y z (Å)
P (0.086, -2.526, -2.220)
P (0.111, 3.335, -1.949)
C (1.543, 1.008, -3.460)
C (1.319, 2.502, -3.120)
H (2.288, 0.926, -4.280)
H (1.963, 0.446, -2.609)
H (2.190, 2.710, -2.473)
H (1.327, 3.084, -4.074)
C (-1.247, 3.984, -2.995)
H (-1.854, 4.654, -2.371)
H (-1.902, 3.150, -3.269)
H (-0.918, 4.524, -3.892)
C (1.046, 4.842, -1.614)
H (1.053, 5.526, -2.472)
H (2.064, 4.512, -1.346)
H (0.559, 5.314, -0.751)
C (-0.866, -3.909, -2.939)
H (-0.922, -4.775, -2.265)
H (-0.439, -4.178, -3.914)
H (-1.883, -3.552, -3.125)
C (1.800, -3.115, -2.435)
H (2.453, -2.237, -2.457)
H (1.872, -3.629, -3.396)
H (2.121, -3.810, -1.655)
Pt (-0.262, -0.016, -3.854)
C (0.024, 1.263, -5.561)
C (-1.343, 1.232, -5.147)
C (-2.368, 0.449, -5.963)
C (-1.867, -0.969, -6.257)
C (-0.994, -1.500, -5.119)
C (0.452, -1.502, -5.158)
C (1.223, -0.892, -6.270)
C (0.664, 0.500, -6.698)
C (-0.197, -2.789, -0.454)
H (0.464, 2.256, -5.426)
H (-1.730, 2.190, -4.763)
H (-2.642, 1.038, -6.855)
H (-3.291, 0.383, -5.364)
H (-2.754, -1.604, -6.370)
H (-1.367, -1.032, -7.222)
H (-1.446, -2.355, -4.608)
H (0.966, -2.305, -4.624)
H (1.315, -1.581, -7.120)
H (2.257, -0.742, -5.939)
H (1.521, 1.105, -7.023)
H (0.027, 0.437, -7.591)
H (0.543, -2.235, 0.123)
H (-0.102, -3.863, -0.300)
H (-1.224, -2.442, -0.273)
Cl (0.653, 0.481, -0.163)
C (-0.731, 0.626, -1.227)
H (-1.069, 1.706, -1.129)
H (-1.498, -0.103, -0.892)

Atoms 1-3, force components in eV/Å:
0.2 0.0 -0.1
0.7 1.3 -3.5
0.9 -0.1 0.4

=====

Entry 10:
The following is a quantum chemistry calculation of a molecular structure, C15H14BrNO2Pt at a distorted geometry, from the Open Molecules 2025 dataset.

Total charge ... 0
Calculated total energy ... -94647.85514 eV
2S+1 ... 5

Element x y z (Å)
C (0.921, -1.208, -1.789)
C (-0.494, -1.136, -2.051)
C (-1.180, -1.825, -0.988)
C (-0.184, -2.291, -0.057)
C (1.106, -1.936, -0.560)
Pt (-0.131, 0.049, -0.171)
C (-1.570, 1.488, -0.814)
C (-0.367, 1.748, -1.433)
C (0.484, 2.465, -2.190)
N (1.509, 0.833, 0.281)
H (-2.246, -2.031, -0.927)
H (-0.959, -0.680, -2.916)
H (-0.388, -2.940, 0.784)
H (2.049, -2.242, -0.129)
H (1.695, -0.812, -2.431)
H (-2.356, 1.002, -1.417)
H (2.237, 1.559, 0.472)
H (-1.914, 2.123, 0.013)
H (0.195, 3.293, -2.843)
H (1.549, 2.259, -2.163)
Br (-0.969, 2.558, 3.359)
C (-1.253, 1.114, 4.543)
C (-1.292, 1.423, 5.908)
C (-1.516, 0.425, 6.870)
C (-1.728, -0.897, 6.453)
C (-1.689, -1.210, 5.083)
C (-1.422, -0.232, 4.121)
C (-1.315, -0.668, 2.671)
O (-1.550, -1.855, 2.357)
O (-0.934, 0.305, 1.874)
H (-1.130, 2.450, 6.210)
H (-1.524, 0.705, 7.927)
H (-1.909, -1.685, 7.185)
H (-1.868, -2.222, 4.731)

Atoms 1-3, force components in eV/Å:
-0.4 -0.9 -0.2
0.2 -1.5 -0.4
0.6 -0.3 -0.2